(1)
The following is a quantum chemistry calculation of 6 unconnected molecules or ions with the total composition C42H71NO14S2 at a distorted geometry, from the OMol25 dataset.

The geometry in XYZ format:
```
130
Properties=species:S:1:pos:R:3:mulliken_charge:R:1
C -4.32403 0.07774 1.88356 -0.656
C -3.58807 -0.86893 1.05106 -0.235
C -3.44391 -2.42244 1.34190 0.792
O -4.18978 -3.19492 0.68271 -0.478
O -2.58620 -3.01846 2.30817 -0.440
C -1.48554 -3.74789 1.64235 -0.465
C -0.25104 -2.68895 1.49227 0.231
C 0.41810 -2.85707 0.04386 -0.319
C 2.00479 -2.47814 0.01154 -0.757
C 2.32737 -1.39148 -1.12356 -0.868
C 2.47636 0.11795 -0.61529 -0.602
C 1.19241 0.74008 0.10953 1.958
C -0.19422 0.49936 -0.71257 -1.344
C 1.40428 2.36145 0.05755 -1.486
O 0.54164 3.04430 0.99135 0.030
C -0.51351 3.77941 0.33411 -0.644
O 0.93602 0.25228 1.44426 -0.300
C 2.05821 0.41226 2.33914 -0.232
C 1.58475 0.81266 3.84171 -0.747
C 1.22567 2.36624 4.00865 -0.600
C 2.49135 3.24762 3.58067 0.517
S 2.40340 4.91888 4.38158 -0.202
C 2.26150 6.20263 3.02800 -0.167
S 3.27870 7.54348 3.21703 -0.141
N 1.30036 6.02924 1.92650 0.463
C 0.19595 7.06151 2.03575 -0.748
C -0.86716 6.68031 3.21254 -0.884
C 1.91462 6.24827 0.57927 -0.211
C 3.37500 5.60145 0.38952 -0.701
H -5.42848 0.30941 1.69541 0.264
H -3.81915 0.65802 2.72781 0.231
H -3.12205 -0.43803 0.08872 0.308
H -1.14931 -4.65633 2.24191 0.332
H -1.79308 -4.01028 0.56580 0.169
H 0.52843 -2.81229 2.32241 0.294
H -0.75658 -1.65390 1.55450 -0.301
H 0.30988 -3.97217 -0.23691 0.260
H -0.14162 -2.27232 -0.75720 0.257
H 2.52345 -3.45555 -0.32490 0.436
H 2.42614 -2.24427 1.04243 0.296
H 3.33770 -1.69349 -1.59040 0.384
H 1.55674 -1.53408 -1.96689 0.273
H 3.44280 0.18483 -0.01566 0.340
H 2.65053 0.76248 -1.56171 0.102
H -0.55977 1.48848 -1.18214 0.500
H -1.01226 0.12247 -0.01616 -0.270
H -0.07971 -0.22982 -1.57809 0.356
H 2.50267 2.58814 0.32622 -0.017
H 1.26111 2.68539 -1.03375 0.652
H -0.25603 4.16231 -0.70914 0.217
H -0.92291 4.65723 0.93159 -0.022
H -1.39772 3.04392 0.19378 0.255
H 2.52912 -0.63922 2.46571 0.254
H 2.89757 1.08178 1.96248 0.382
H 0.72634 0.15331 4.21164 0.124
H 2.47213 0.60237 4.54908 0.339
H 1.06524 2.53554 5.14155 0.645
H 0.24895 2.64584 3.49583 0.001
H 3.42904 2.70211 3.97793 0.555
H 2.62824 3.28282 2.43880 -0.835
H -0.33125 7.13862 1.02488 0.424
H 0.65021 8.08486 2.31999 0.518
H -0.54202 5.75483 3.79467 0.159
H -1.86113 6.47972 2.68051 0.284
H -0.95793 7.57902 3.92067 0.289
H 1.22292 5.71142 -0.17576 -0.064
H 1.86790 7.36007 0.29036 0.353
H 4.15564 6.39538 0.68893 0.413
H 3.56960 5.39515 -0.72315 -0.151
H 3.57919 4.68986 1.04754 0.095
O 0.39756 6.56293 -3.25060 -0.599
C 1.35332 5.90940 -3.58025 0.467
C 1.98061 5.89677 -4.94750 -0.636
C 2.84183 4.65290 -4.89025 -0.371
C 3.18391 4.56054 -3.42215 -0.499
O 2.04766 5.09934 -2.73417 -0.088
H 2.57944 6.80238 -5.07309 0.270
H 1.22203 5.82554 -5.72662 0.306
H 3.72150 4.69822 -5.53529 0.509
H 2.24916 3.78011 -5.18881 0.234
H 4.06428 5.15671 -3.16128 0.314
H 3.34911 3.52861 -3.10589 0.224
O 0.17053 -7.23462 -1.71376 -0.602
C -1.02255 -7.14699 -1.57670 0.505
C -1.97394 -8.29851 -1.38975 -0.508
C -3.31440 -7.65186 -1.66840 -0.112
C -3.08006 -6.22061 -1.24760 -0.443
O -1.69750 -5.96619 -1.52769 -0.336
H -1.90086 -8.65762 -0.36041 0.270
H -1.76064 -9.10214 -2.09399 0.306
H -4.14610 -8.12377 -1.14449 0.203
H -3.52541 -7.69321 -2.74129 0.213
H -3.25300 -6.06752 -0.17799 0.215
H -3.70320 -5.52233 -1.80923 0.287
O -6.25684 -9.17546 -1.91094 -0.581
C -6.77982 -8.12712 -2.19752 0.585
C -7.97048 -7.52560 -1.50149 -0.435
C -8.41746 -6.47007 -2.49116 -0.502
C -7.12315 -6.09681 -3.17599 -0.351
O -6.33976 -7.29650 -3.18131 -0.329
H -7.64566 -7.08556 -0.55560 0.238
H -8.74546 -8.27285 -1.33307 0.294
H -8.92049 -5.61940 -2.02857 0.328
H -9.10593 -6.91519 -3.21636 0.259
H -6.57283 -5.32330 -2.63188 0.185
H -7.28523 -5.75980 -4.20116 0.331
O 2.40056 -0.84691 7.09632 -0.587
C 1.22171 -0.90277 7.33083 0.506
C 0.52558 -2.00781 8.07811 -0.372
C -0.92693 -1.76159 7.72925 -0.437
C -0.96009 -0.26716 7.50849 -0.437
O 0.33065 0.06591 6.98404 -0.286
H 0.71394 -1.88818 9.14759 0.259
H 0.86154 -2.98593 7.73489 0.284
H -1.62606 -2.09913 8.49616 0.343
H -1.17327 -2.27971 6.79703 0.179
H -1.11183 0.28757 8.43928 0.273
H -1.73249 0.02312 6.79420 0.316
O 2.43972 2.17227 -6.12952 -0.608
C 3.39399 1.51057 -6.45102 0.477
C 4.02663 1.48517 -7.81583 -0.411
C 4.88089 0.23684 -7.74682 -0.520
C 5.21605 0.15293 -6.27594 -0.413
O 4.08003 0.70392 -5.59866 -0.323
H 4.63112 2.38622 -7.94520 0.241
H 3.27083 1.41295 -8.59748 0.319
H 5.76301 0.27233 -8.38807 0.324
H 4.28475 -0.63238 -8.04160 0.273
H 6.09824 0.74540 -6.01580 0.269
H 5.37370 -0.87653 -5.95049 0.311
```

Calculated values
Orbital gap = 6.66 eV
SMILES string = C=CC(=O)OCCCCCC[C@](C)(COC)OCCCCSC(=S)N(CC)CC.O=C1CCCO1.O=C1CCCO1.O=C1CCCO1.O=C1CCCO1.O=C1CCCO1
HOMO = -7.9 eV
E_tot = -96520.9424 eV
Spin multiplicity = 1


(2)
The following is a quantum chemistry calculation of a single C4H9NO molecule, from the OMol25 dataset.

The geometry in XYZ format:
```
15
Properties=species:S:1:pos:R:3:mulliken_charge:R:1
O 1.38841 0.74974 -1.59454 -0.522
C 1.16894 -0.58593 -1.20507 -0.414
C 0.70669 -0.69760 0.25900 -0.442
N -0.02093 0.52219 0.58539 -0.387
C -1.35601 0.64214 0.03050 -0.396
C -1.15149 0.46051 1.48768 -0.350
H 1.13173 1.30206 -0.83692 0.395
H 2.09961 -1.15464 -1.34724 0.305
H 0.40827 -1.04227 -1.86225 0.243
H 0.09324 -1.60872 0.38980 0.298
H 1.56608 -0.78302 0.93782 0.355
H -1.61081 1.61184 -0.38572 0.233
H -1.74788 -0.20825 -0.52519 0.207
H -1.42053 -0.51055 1.89947 0.238
H -1.25532 1.30251 2.16727 0.239
```

Calculated values
Orbital gap = 10.72 eV
SMILES string = OCCN1CC1
HOMO = -9.6 eV
E_tot = -7829.9015 eV
Spin multiplicity = 1


(3)
The following is a quantum chemistry calculation of a molecular structure, C14H11AgF3N2O4S, from the OMol25 dataset.

The geometry in XYZ format:
```
36
Properties=species:S:1:pos:R:3:mulliken_charge:R:1
Ag -0.87710 0.34114 -1.45356 0.238
C -2.79688 -5.19810 3.50576 -1.379
C -2.55221 -4.62488 2.13575 0.916
C -1.93625 -5.37310 1.14264 -0.649
C -1.70928 -4.83804 -0.12074 -0.156
C -2.10091 -3.54015 -0.39516 0.130
C -2.72531 -2.77653 0.58592 -0.660
C -2.94637 -3.31934 1.83725 -0.657
S -1.76776 -2.80319 -1.98176 1.132
O -2.92248 -2.00950 -2.31160 -0.734
O -1.40630 -3.89576 -2.85670 -0.693
N -0.57274 -1.78588 -1.70384 -0.365
C 0.73393 -2.16791 -1.48174 0.699
C 1.26254 -3.46648 -1.62499 -0.309
C 2.60463 -3.66636 -1.39092 -0.574
C 3.41719 -2.59920 -1.02433 -0.409
C 2.81086 -1.36321 -0.89719 -0.428
N 1.51606 -1.14517 -1.09848 -0.252
H -2.44831 -6.22872 3.56912 0.343
H -3.85999 -5.18497 3.75362 0.324
H -2.27690 -4.61868 4.27114 0.309
H -1.63062 -6.39152 1.35473 0.273
H -1.24722 -5.42758 -0.90042 0.430
H -3.03534 -1.76600 0.35290 0.378
H -3.43395 -2.72254 2.60020 0.361
H 0.62841 -4.27289 -1.95530 0.359
H 3.02360 -4.65933 -1.50744 0.378
H 4.47684 -2.71884 -0.84611 0.356
H 3.39013 -0.49272 -0.60539 0.354
F -0.77730 5.62032 -2.07239 -0.256
C -1.42735 4.65787 -1.40288 0.801
F -1.27669 4.92653 -0.09001 -0.263
F -2.73907 4.80374 -1.68451 -0.268
C -0.93157 3.22604 -1.76024 0.592
O -0.09471 3.10967 -2.64038 -0.616
O -1.50288 2.34798 -1.05074 -0.704
```

Calculated values
Net charge = -1
Orbital gap = 8.12 eV
HOMO = -5.5 eV
E_tot = -48857.1796 eV
Spin multiplicity = 1


(4)
The following is a quantum chemistry calculation of a molecular structure, C50H51N6O2P2PdS5 at a distorted geometry, from the OMol25 dataset.

The geometry in XYZ format:
```
117
Properties=species:S:1:pos:R:3:mulliken_spin:R:1
Pd -1.16234 0.31105 -0.69300 1.101
C 3.40024 -5.11222 5.06253 -0.029
S 3.88952 -4.56650 3.45134 0.911
C 2.39855 -3.86619 2.75881 -0.061
C 2.68974 -3.31611 1.36574 0.059
C 1.48577 -2.63691 0.71354 0.048
N 1.00176 -1.34631 1.31768 0.164
P -0.79109 -1.09468 1.27020 0.128
C -1.12200 -0.52653 2.95999 0.007
C -2.41995 -0.10471 3.24413 0.002
C -2.78356 0.19818 4.54591 -0.002
C -1.86059 0.07203 5.57490 0.005
C -0.57788 -0.38107 5.30360 -0.001
C -0.21327 -0.68629 4.00070 0.021
C -1.50639 -2.75052 1.43204 -0.022
C -1.11543 -3.57606 2.49313 0.017
C -1.75215 -4.78228 2.70505 0.001
C -2.80957 -5.16609 1.88178 0.000
C -3.22986 -4.33310 0.86144 0.000
C -2.57959 -3.12393 0.63355 0.007
P 1.90994 -0.00175 0.81498 0.355
C 3.60575 -0.27193 1.35908 0.126
C 4.64956 -0.22017 0.44276 0.018
C 5.96218 -0.33971 0.88766 0.012
C 6.22837 -0.50220 2.23692 -0.002
C 5.18278 -0.54731 3.15726 0.014
C 3.87457 -0.43368 2.72395 0.026
C 1.42893 1.61431 1.44550 0.066
C 1.27907 2.60927 0.47761 0.092
C 1.15099 3.93656 0.86236 0.008
C 1.15232 4.27083 2.20451 -0.001
C 1.30302 3.28215 3.17287 0.008
C 1.46222 1.96166 2.80170 0.014
H 4.24922 -5.61737 5.51701 -0.002
H 2.54770 -5.78909 4.97073 0.037
H 3.11025 -4.24097 5.65619 0.047
H 2.05530 -3.10087 3.46490 0.008
H 1.65255 -4.66993 2.75088 0.056
H 2.95796 -4.14093 0.70122 0.010
H 3.55124 -2.65534 1.40549 -0.017
H 0.64499 -3.32536 0.73797 0.002
H 1.73276 -2.47477 -0.33305 -0.021
H -3.15168 -0.01774 2.45049 0.007
H -3.79135 0.52644 4.75962 0.000
H -2.14570 0.31227 6.58999 0.000
H 0.13481 -0.50024 6.10946 0.000
H 0.77881 -1.06752 3.79500 0.011
H -0.34072 -3.24903 3.17737 0.005
H -1.45451 -5.41678 3.52965 -0.001
H -3.31595 -6.10514 2.05830 0.000
H -4.06911 -4.61449 0.24004 0.000
H -2.92457 -2.47335 -0.15564 0.001
H 4.44517 -0.11315 -0.61275 0.010
H 6.77383 -0.30401 0.17430 0.000
H 7.25081 -0.58216 2.58009 0.000
H 5.39670 -0.64220 4.21407 0.004
H 3.06383 -0.45758 3.44305 -0.004
H 1.25292 2.34898 -0.57370 0.032
H 1.04780 4.70401 0.10722 0.000
H 1.04902 5.30434 2.50653 0.000
H 1.32001 3.54768 4.22125 0.001
H 1.62837 1.22170 3.56408 -0.005
C 5.66923 3.80512 -4.80087 0.000
C 4.60619 2.84624 -4.35349 0.004
C 4.16347 2.85134 -3.02607 0.011
C 3.16862 1.99341 -2.60544 0.044
C 2.60435 1.10338 -3.51599 -0.016
C 3.02604 1.07698 -4.83714 -0.002
C 4.02796 1.94721 -5.24275 0.001
S 1.32669 0.00626 -3.02104 -0.004
O 0.87513 -0.71076 -4.17965 0.013
O 1.83050 -0.82649 -1.91411 0.018
N 0.17240 0.89915 -2.33383 0.246
C -0.77101 1.52843 -3.14632 -0.023
C -0.62495 1.93004 -4.47188 0.017
C -1.70083 2.55201 -5.07255 -0.008
C -2.88086 2.74881 -4.35784 0.018
C -2.93326 2.30943 -3.05333 -0.004
N -1.89280 1.72336 -2.45627 0.139
H 6.49805 3.82840 -4.09382 0.000
H 5.26471 4.81692 -4.86183 0.000
H 6.05831 3.53977 -5.78102 0.000
H 4.60834 3.54350 -2.32197 0.000
H 2.83297 2.01290 -1.57562 -0.013
H 2.58432 0.37648 -5.53155 0.000
H 4.36502 1.92439 -6.27078 0.000
H 0.29091 1.74847 -5.01322 0.002
H -1.62714 2.87904 -6.10098 -0.001
H -3.73749 3.22837 -4.80752 0.002
H -3.83270 2.41671 -2.45822 0.002
S -2.16347 2.15226 0.83518 0.126
C -3.58837 2.97633 0.42796 0.023
N -3.61527 4.23469 0.04061 0.028
C -4.91089 4.82834 -0.29273 0.000
C -5.96900 3.92939 0.35075 0.001
S -5.17114 2.30365 0.58349 0.013
H -2.74743 4.72850 -0.11217 0.000
H -5.01797 4.87045 -1.37869 0.002
H -4.96347 5.84190 0.09989 0.000
H -6.84413 3.81236 -0.28204 0.000
H -6.27951 4.29473 1.32666 0.000
N -0.34037 -2.93531 -2.46227 -0.008
C -1.59501 -2.44898 -2.59693 0.015
N -2.07721 -1.43411 -1.92389 0.057
C -3.44579 -1.27589 -2.19620 0.005
C -4.30603 -0.37723 -1.57940 0.031
C -5.64306 -0.37615 -1.93477 -0.001
C -6.13773 -1.26047 -2.89381 0.000
C -5.29815 -2.18182 -3.49432 0.000
C -3.96069 -2.18063 -3.12472 -0.001
S -2.70357 -3.26038 -3.65415 0.013
H 0.36174 -2.25852 -2.19698 -0.001
H -0.02881 -3.55930 -3.19126 0.000
H -3.93048 0.30660 -0.82860 -0.023
H -6.31853 0.32030 -1.45597 -0.001
H -7.18527 -1.23945 -3.15865 0.000
H -5.67463 -2.88728 -4.22184 0.000
```

Calculated values
⟨S²⟩ = 6.015
Net charge = +3
Orbital gap (spin up / spin down) = 7.74 / 3.06 eV
HOMO (spin up / spin down) = -14.4 / -14.4 eV
E_tot = -141923.1634 eV
Spin multiplicity = 5


(5)
The following is a quantum chemistry calculation of 2 unconnected molecules or ions with the total composition C7H17NO at a distorted geometry, from the OMol25 dataset.

The geometry in XYZ format:
```
26
Properties=species:S:1:pos:R:3:mulliken_charge:R:1
C -2.58319 0.98898 -0.44018 -0.766
C -2.19951 -0.20231 0.47544 0.648
N -2.37312 -1.48439 -0.20927 -0.425
O -1.72352 -0.10711 1.61550 -0.588
H -3.39655 0.63678 -1.22221 0.297
H -1.50104 1.06141 -1.01862 0.080
H -2.99597 1.84937 0.08377 0.308
H -1.93942 -2.20365 0.24384 0.229
H -2.58091 -1.68765 -1.18696 0.195
C 1.04651 2.43968 -0.23984 -0.983
C 1.04391 1.36265 0.78204 -0.250
C 1.23537 0.05777 -0.14378 -0.717
C 1.36946 -1.20307 0.72460 -0.527
C 1.54931 -2.41566 -0.23405 -1.169
H 1.83635 2.20537 -1.10486 0.202
H -0.01842 2.56209 -0.74014 0.177
H 1.28800 3.35795 0.28168 0.403
H 0.18361 1.17972 1.51773 0.225
H 1.92117 1.54827 1.40801 0.368
H 0.33087 0.10300 -0.65514 0.206
H 2.01728 0.23395 -0.95626 0.433
H 0.53310 -1.14835 1.26292 0.350
H 2.24592 -1.10929 1.34020 0.379
H 2.26329 -2.16686 -1.14820 0.256
H 1.82841 -3.29227 0.29721 0.398
H 0.61907 -2.56638 -0.73342 0.275
```

Calculated values
Orbital gap = 10.81 eV
SMILES string = CC(N)=O.CCCCC
HOMO = -10.0 eV
E_tot = -11070.6660 eV
Spin multiplicity = 1